A single C4H9NO molecule at a distorted geometry. Source: OMol25; level of theory: ωB97M-V/def2-TZVPD.

The spin multiplicity is 1. As for the maximum force: 1.09 eV Å⁻¹. The calculation puts the energy above the lowest of the compared OMol25 structures with the same formula, charge and spin at 400.5 kJ/mol. For the highest occupied orbital energy, the calculation gives -9.01 eV. The calculation puts the lowest unoccupied orbital energy at 1.003 eV. Its net charge is 0.

```
15
Properties=species:S:1:pos:R:3:lowdin_charge:R:1
C -2.00 0.03 -0.16 -0.05
C -0.59 0.59 0.02 -0.43
O -0.32 0.91 1.36 -0.05
C 0.49 -0.38 -0.50 -0.36
C 1.85 0.03 -0.27 -0.07
N 1.08 -1.22 0.51 0.02
H -2.73 0.75 0.21 0.08
H -2.21 -0.16 -1.22 0.08
H -2.12 -0.91 0.39 0.09
H -0.50 1.51 -0.57 0.14
H 0.05 0.09 1.72 0.08
H 0.27 -0.83 -1.48 0.14
H 2.01 0.91 0.34 0.12
H 2.59 -0.26 -1.01 0.11
H 2.14 -1.07 0.66 0.10
```